Run i
Computed, not measured: a 4-piece molecular cluster, C2H14N2O3 overall, with ωB97M-V/def2-TZVPD.

Bonds (Å) are listed after each position.
Cartesian coordinates (Å):
1 N -0.06 1.84 -0.71  C2 1.443, H5 1.006, H6 1.005
2 C -1.18 1.27 0.00  N1 1.443, C3 1.531, H7 1.084, H8 1.088
3 C -1.32 1.91 1.38  C2 1.531, N4 1.450, H9 1.090, H10 1.101
4 N -0.39 1.31 2.32  C3 1.450, H11 1.010, H12 1.020
5 H 0.06 1.44 -1.63  N1 1.006
6 H -0.12 2.84 -0.78  N1 1.005
7 H -2.13 1.35 -0.51  C2 1.084
8 H -0.97 0.23 0.24  C2 1.088
9 H -2.35 1.75 1.70  C3 1.090
10 H -1.22 3.01 1.29  C3 1.101
11 H -0.35 1.82 3.19  N4 1.010
12 H 0.56 1.47 1.97  N4 1.020
13 O 1.36 -1.12 1.08  H14 0.968, H15 0.966
14 H 0.87 -0.39 1.49  O13 0.968
15 H 1.65 -1.64 1.85  O13 0.966
16 O 2.48 -3.16 -3.39  H17 0.968, H18 0.958
17 H 1.79 -3.29 -2.73  O16 0.968
18 H 2.12 -2.60 -4.08  O16 0.958
19 O -0.15 -2.93 -1.15  H20 0.965, H21 0.960
20 H 0.35 -2.60 -0.40  O19 0.965
21 H -1.01 -2.52 -1.10  O19 0.960

Results
**Molecular weight**: 114.145 g mol⁻¹
**2S+1**: 1
**SMILES string**: NCCN.O.O.O
**Orbital gap**: 10.2065 eV
**HOMO**: -9.48 eV

natural (NBO) charges in e: N -0.8484; C -0.2251; C -0.2174; N -0.8487; H 0.3678; H 0.3550; H 0.1658; H 0.1904; H 0.1912; H 0.1598; H 0.3629; H 0.3542; O -0.9602; H 0.4843; H 0.4705; O -0.9536; H 0.4870; H 0.4658; O -0.9660; H 0.4946; H 0.4701

---

Run ii
Computed, not measured: a 4-piece molecular cluster, C2H14N2O3 overall, with ωB97M-V/def2-TZVPD.

Bonds (Å) are listed after each position.
Cartesian coordinates (Å):
1 N -1.57 -0.33 -1.32  C2 1.483, H5 1.008, H6 1.018
2 C -0.65 -0.81 -0.26  N1 1.483, C3 1.514, H7 1.096, H8 1.106
3 C 0.76 -0.36 -0.59  C2 1.514, N4 1.485, H9 1.109, H10 1.098
4 N 1.70 -0.66 0.52  C3 1.485, H11 1.015, H12 1.023
5 H -2.47 -0.76 -1.16  N1 1.008
6 H -1.25 -0.74 -2.20  N1 1.018
7 H -0.73 -1.86 0.04  C2 1.096
8 H -0.90 -0.23 0.65  C2 1.106
9 H 1.17 -0.74 -1.54  C3 1.109
10 H 0.76 0.73 -0.74  C3 1.098
11 H 2.61 -0.74 0.08  N4 1.015
12 H 1.79 0.21 1.05  N4 1.023
13 O 0.63 -3.07 1.52  H14 0.985, H15 0.962
14 H 1.21 -2.36 1.16  O13 0.985
15 H 1.23 -3.57 2.08  O13 0.962
16 O 0.58 2.33 1.29  H17 0.960, H18 0.968
17 H 0.80 3.27 1.28  O16 0.960
18 H -0.32 2.27 0.94  O16 0.968
19 O -1.73 2.57 -0.56  H20 0.960, H21 0.978
20 H -2.03 3.15 -1.26  O19 0.960
21 H -1.61 1.70 -0.98  O19 0.978

Results
**Molecular weight**: 114.145 g mol⁻¹
**2S+1**: 1
**SMILES string**: NCCN.O.O.O
**Orbital gap**: 10.7853 eV
**HOMO**: -9.95 eV

natural (NBO) charges in e: N -0.8543; C -0.2472; C -0.2345; N -0.8541; H 0.3667; H 0.3541; H 0.2150; H 0.1864; H 0.1769; H 0.1948; H 0.3577; H 0.3903; O -0.9874; H 0.4933; H 0.4606; O -0.9742; H 0.4734; H 0.4987; O -0.9932; H 0.4745; H 0.5022

---

Run iii
Computed, not measured: a 4-piece molecular cluster, C2H14N2O3 overall, with ωB97M-V/def2-TZVPD.

Bonds (Å) are listed after each position.
Cartesian coordinates (Å):
1 N 1.50 -1.83 -1.30  C2 1.465, H5 1.013, H6 1.023
2 C 0.66 -0.98 -0.46  N1 1.465, C3 1.525, H7 1.089, H8 1.091
3 C -0.78 -1.49 -0.54  C2 1.525, N4 1.472, H9 1.087, H10 1.093
4 N -1.76 -0.49 -0.08  C3 1.472, H11 1.015, H12 1.015
5 H 1.39 -2.82 -1.09  N1 1.013
6 H 2.49 -1.63 -1.12  N1 1.023
7 H 0.70 0.04 -0.85  C2 1.089
8 H 0.98 -0.94 0.58  C2 1.091
9 H -1.02 -1.62 -1.59  C3 1.087
10 H -0.84 -2.44 -0.01  C3 1.093
11 H -2.68 -0.85 -0.28  N4 1.015
12 H -1.76 -0.39 0.93  N4 1.015
13 O -1.41 0.21 3.30  H14 0.972, H15 0.966
14 H -0.72 0.22 2.62  O13 0.972
15 H -1.15 -0.49 3.92  O13 0.966
16 O 1.53 2.30 -2.78  H17 0.966, H18 0.966
17 H 2.31 1.89 -2.39  O16 0.966
18 H 0.86 2.06 -2.13  O16 0.966
19 O 0.15 1.67 1.33  H20 0.962, H21 0.964
20 H 0.43 2.51 1.70  O19 0.962
21 H -0.75 1.79 0.99  O19 0.964

Results
**Molecular weight**: 114.145 g mol⁻¹
**2S+1**: 1
**SMILES string**: NCCN.O.O.O
**Orbital gap**: 9.9299 eV
**HOMO**: -9.38 eV

natural (NBO) charges in e: N -0.8348; C -0.2155; C -0.2247; N -0.8459; H 0.3500; H 0.3545; H 0.1827; H 0.1599; H 0.1978; H 0.1589; H 0.3592; H 0.3537; O -0.9574; H 0.4840; H 0.4698; O -0.9299; H 0.4640; H 0.4675; O -0.9646; H 0.4819; H 0.4889

---

Most stable = run ii

---

Run i
Computed, not measured: a 4-piece molecular cluster, C3H16N2O3 overall, with ωB97M-V/def2-TZVPD.

Bonds (Å) are listed after each position.
Cartesian coordinates (Å):
1 C -1.51 2.15 -0.20  C2 1.512, H6 1.091, H7 1.091, H8 1.094
2 C -0.82 1.46 0.96  C1 1.512, N3 1.450, H9 1.101, H10 1.093
3 N -0.21 0.21 0.56  C2 1.450, C4 1.433, H11 1.014
4 C 0.48 -0.47 1.62  N3 1.433, N5 1.479, H12 1.093, H13 1.098
5 N 0.79 -1.85 1.19  C4 1.479, H14 1.011, H15 1.013
6 H -0.79 2.39 -0.99  C1 1.091
7 H -2.00 3.07 0.11  C1 1.091
8 H -2.30 1.53 -0.63  C1 1.094
9 H -0.08 2.16 1.37  C2 1.101
10 H -1.54 1.26 1.77  C2 1.093
11 H 0.35 0.30 -0.28  N3 1.014
12 H -0.19 -0.47 2.48  C4 1.093
13 H 1.42 -0.02 1.96  C4 1.098
14 H 1.52 -2.19 1.80  N5 1.011
15 H -0.05 -2.40 1.28  N5 1.013
16 O 1.84 1.11 -1.53  H17 0.961, H18 0.984
17 H 2.75 1.31 -1.77  O16 0.961
18 H 1.72 0.14 -1.65  O16 0.984
19 O 1.39 -1.56 -1.61  H20 0.978, H21 0.970
20 H 1.59 -2.02 -0.77  O19 0.978
21 H 0.54 -1.97 -1.84  O19 0.970
22 O -1.56 -1.75 -1.19  H23 0.980, H24 0.962
23 H -1.05 -0.97 -0.90  O22 0.980
24 H -2.28 -1.40 -1.73  O22 0.962

Results
**Molecular weight**: 128.172 g mol⁻¹
**2S+1**: 1
**SMILES string**: CCNCN.O.O.O
**Orbital gap**: 9.8019 eV
**HOMO**: -8.92 eV

natural (NBO) charges in e: C -0.6158; C -0.2076; N -0.6754; C -0.0318; N -0.8628; H 0.2213; H 0.2129; H 0.1991; H 0.1632; H 0.1827; H 0.3955; H 0.1585; H 0.1525; H 0.3614; H 0.3733; O -0.9962; H 0.4716; H 0.5005; O -0.9897; H 0.5052; H 0.4987; O -0.9806; H 0.4934; H 0.4700

---

Run ii
Computed, not measured: a 4-piece molecular cluster, C3H16N2O3 overall, with ωB97M-V/def2-TZVPD.

Bonds (Å) are listed after each position.
Cartesian coordinates (Å):
1 C 1.87 1.47 0.23  C2 1.510, H6 1.097, H7 1.093, H8 1.088
2 C 1.83 -0.04 0.33  C1 1.510, N3 1.452, H9 1.090, H10 1.099
3 N 0.62 -0.60 0.91  C2 1.452, C4 1.446, H11 1.015
4 C 0.06 0.08 2.06  N3 1.446, N5 1.453, H12 1.082, H13 1.093
5 N -1.24 -0.44 2.44  C4 1.453, H14 1.010, H15 1.011
6 H 1.01 1.83 -0.36  C1 1.097
7 H 2.73 1.87 -0.32  C1 1.093
8 H 1.88 1.94 1.21  C1 1.088
9 H 1.99 -0.46 -0.66  C2 1.090
10 H 2.74 -0.40 0.83  C2 1.099
11 H 0.79 -1.58 1.06  N3 1.015
12 H -0.02 1.12 1.78  C4 1.082
13 H 0.73 -0.04 2.92  C4 1.093
14 H -2.00 0.18 2.20  N5 1.010
15 H -1.43 -1.37 2.07  N5 1.011
16 O 0.62 -1.37 -2.41  H17 0.962, H18 0.961
17 H 0.44 -1.16 -1.48  O16 0.962
18 H 0.68 -0.56 -2.92  O16 0.961
19 O -1.98 -0.84 -0.80  H20 0.960, H21 0.967
20 H -2.92 -1.04 -0.74  O19 0.960
21 H -1.60 -0.72 0.08  O19 0.967
22 O -1.15 1.64 -2.08  H23 0.972, H24 0.964
23 H -1.42 0.76 -1.77  O22 0.972
24 H -1.33 2.20 -1.32  O22 0.964

Results
**Molecular weight**: 128.172 g mol⁻¹
**2S+1**: 1
**SMILES string**: CCNCN.O.O.O
**Orbital gap**: 9.8185 eV
**HOMO**: -9.31 eV

natural (NBO) charges in e: C -0.6359; C -0.2316; N -0.6708; C -0.0499; N -0.8483; H 0.2184; H 0.2281; H 0.2009; H 0.2091; H 0.1651; H 0.3669; H 0.1879; H 0.1509; H 0.3645; H 0.3589; O -0.9549; H 0.4783; H 0.4775; O -0.9720; H 0.4801; H 0.4881; O -0.9649; H 0.4958; H 0.4576

---

Most stable = run i

---

Run i
Computed, not measured: an isolated molecule of C2H9N5O, with ωB97M-V/def2-TZVPD.

Bonds (Å) are listed after each position.
Cartesian coordinates (Å):
1 C -0.54 0.51 1.64  N2 1.443, H9 1.097, H10 1.088, H11 1.089
2 N 0.28 0.08 0.53  C1 1.443, N3 1.452, C6 1.513
3 N 0.77 1.19 -0.27  N2 1.452, N4 1.347, O5 1.543
4 N 2.11 1.29 -0.18  N3 1.347, H12 1.021, H13 1.012
5 O 0.27 0.46 -1.53  N3 1.543, C6 1.403
6 C -0.34 -0.51 -0.71  N2 1.513, O5 1.403, N7 1.421, N8 1.421
7 N -1.76 -0.47 -0.83  C6 1.421, H14 1.011, H15 1.010
8 N 0.12 -1.82 -0.98  C6 1.421, H16 1.010, H17 1.008
9 H -1.38 1.15 1.33  C1 1.097
10 H 0.09 1.07 2.33  C1 1.088
11 H -0.92 -0.38 2.14  C1 1.089
12 H 2.62 0.42 -0.34  N4 1.021
13 H 2.45 2.05 -0.77  N4 1.012
14 H -2.09 0.48 -0.96  N7 1.011
15 H -2.23 -1.02 -0.13  N7 1.010
16 H 1.07 -1.97 -0.65  N8 1.010
17 H -0.51 -2.54 -0.64  N8 1.008

Results
**Molecular weight**: 119.128 g mol⁻¹
**2S+1**: 1
**SMILES string**: CN1N(N)OC1(N)N
**Orbital gap**: 9.7542 eV
**HOMO**: -8.80 eV

natural (NBO) charges in e: C -0.4270; N -0.3643; N 0.1053; N -0.6227; O -0.4406; C 0.6276; N -0.8580; N -0.8303; H 0.1774; H 0.2191; H 0.2031; H 0.3418; H 0.3714; H 0.3902; H 0.3692; H 0.3721; H 0.3657

---

Run ii
Computed, not measured: a 2-piece molecular cluster, C2H9N5O overall, with ωB97M-V/def2-TZVPD.

Bonds (Å) are listed after each position.
Cartesian coordinates (Å):
1 N 1.37 1.10 -0.14  C2 1.272, H5 1.013
2 C 1.50 -0.16 -0.15  N1 1.272, N3 1.407, N4 1.380
3 N 1.96 -0.96 0.92  C2 1.407, H6 1.010, H7 1.012
4 N 1.14 -0.92 -1.24  C2 1.380, H8 1.012, H9 1.012
5 H 1.81 1.50 0.68  N1 1.013
6 H 2.38 -0.40 1.64  N3 1.010
7 H 2.63 -1.65 0.63  N3 1.012
8 H 0.71 -1.80 -0.98  N4 1.012
9 H 0.53 -0.43 -1.89  N4 1.012
10 N -2.03 1.49 -0.49  C11 1.382, H14 1.008, H15 1.009
11 C -1.83 0.14 -0.32  N10 1.382, N12 1.380, O13 1.214
12 N -1.48 -0.24 0.96  C11 1.380, H16 1.006, H17 1.006
13 O -1.94 -0.65 -1.24  C11 1.214
14 H -1.55 2.07 0.19  N10 1.008
15 H -1.81 1.78 -1.43  N10 1.009
16 H -1.62 -1.22 1.15  N12 1.006
17 H -1.77 0.36 1.71  N12 1.006

Results
**Molecular weight**: 119.128 g mol⁻¹
**2S+1**: 1
**SMILES string**: N=C(N)N.NC(N)=O
**Orbital gap**: 9.9652 eV
**HOMO**: -9.18 eV

natural (NBO) charges in e: N -0.7850; C 0.5880; N -0.8443; N -0.8232; H 0.3282; H 0.3709; H 0.3782; H 0.3836; H 0.4033; N -0.8363; C 0.7858; N -0.8424; O -0.6633; H 0.3811; H 0.3980; H 0.3967; H 0.3807

---

Most stable = run ii

---

Run i
Computed, not measured: a 2-piece molecular cluster, C2H11N4 overall, with ωB97M-V/def2-TZVPD.

Bonds (Å) are listed after each position.
Cartesian coordinates (Å):
1 C -0.27 -0.27 -2.88  N2 1.519, H3 1.088, H4 1.109, H5 1.087
2 N 0.57 0.27 -1.74  C1 1.519, H6 1.125, H7 1.033, H8 1.043
3 H -1.33 -0.21 -2.62  C1 1.088
4 H -0.08 0.30 -3.81  C1 1.109
5 H 0.01 -1.31 -3.04  C1 1.087
6 H 0.01 0.22 -0.76  N2 1.125
7 H 0.81 1.26 -1.90  N2 1.033
8 H 1.39 -0.34 -1.56  N2 1.043
9 N -0.85 -0.03 2.93  C10 1.373, H13 1.032, H14 1.004
10 C -0.21 0.06 1.72  N9 1.373, N11 1.395, N12 1.285
11 N 1.07 0.59 1.81  C10 1.395, H15 0.999, H16 1.011
12 N -0.69 -0.33 0.59  C10 1.285, H17 1.019
13 H -1.66 -0.66 2.98  N9 1.032
14 H -0.38 0.02 3.82  N9 1.004
15 H 1.58 0.57 2.67  N11 0.999
16 H 1.71 0.37 1.05  N11 1.011
17 H -1.68 -0.51 0.75  N12 1.019

Results
**Molecular weight**: 91.138 g mol⁻¹
**2S+1**: 1
**Orbital gap**: 10.4655 eV
**Net charge**: +1
**HOMO**: -13.54 eV

natural (NBO) charges in e: C -0.4210; N -0.7464; H 0.2334; H 0.2361; H 0.2323; H 0.4652; H 0.4317; H 0.4280; N -0.8102; C 0.6368; N -0.8121; N -0.8477; H 0.4064; H 0.4105; H 0.4014; H 0.3820; H 0.3735

---

Run ii
Computed, not measured: a 3-piece molecular cluster, C2H11N4 overall, with ωB97M-V/def2-TZVPD.

Bonds (Å) are listed after each position.
Cartesian coordinates (Å):
1 C -0.53 -0.69 -1.19  N4 1.448, H7 1.124, H8 1.083, H9 1.040
2 C 4.07 -0.11 -0.19  N5 1.238, H10 1.119, H11 1.094
3 N -3.04 0.99 0.83  H12 1.003, H13 1.029, H16 1.034
4 N -0.58 -0.27 0.19  C1 1.448, H14 1.077, H15 1.125, H17 1.066
5 N 2.92 -0.12 0.27  C2 1.238, N6 1.157
6 N 1.92 -0.01 0.83  N5 1.157
7 H -1.45 -1.29 -1.42  C1 1.124
8 H -0.65 0.18 -1.82  C1 1.083
9 H 0.43 -1.05 -1.38  C1 1.040
10 H 4.08 -0.57 -1.21  C2 1.119
11 H 4.89 0.51 0.20  C2 1.094
12 H -3.06 0.63 1.77  N3 1.003
13 H -3.77 0.52 0.29  N3 1.029
14 H -1.43 0.38 0.32  N4 1.077
15 H -0.95 -1.06 0.90  N4 1.125
16 H -3.18 2.02 0.85  N3 1.034
17 H 0.31 -0.08 0.75  N4 1.066

Results
**Molecular weight**: 91.138 g mol⁻¹
**2S+1**: 1
**Orbital gap**: 9.3812 eV
**Net charge**: +1
**HOMO**: -12.67 eV

natural (NBO) charges in e: C -0.4229; C -0.3557; N -1.0985; N -0.7585; N 0.0898; N -0.1735; H 0.2383; H 0.2270; H 0.2231; H 0.2442; H 0.2677; H 0.3822; H 0.3940; H 0.4691; H 0.4121; H 0.4056; H 0.4562

---

Most stable = run i